Molecular formula: C56H127N5O10
Method: DFT, wB97M-V/def2-TZVPD

XYZ file:
```
198
Properties=species:S:1:pos:R:3:forces:R:3:mulliken_charge:R:1
H 1.664 -9.941 23.605 -0.78 -0.55 1.37 -0.286
H 3.053 -4.058 24.547 -0.48 0.20 -0.46 0.206
O 2.393 -3.354 24.352 0.62 -0.31 1.27 -0.483
H -1.740 -4.516 29.410 0.30 0.01 -0.48 0.297
H 6.081 -8.390 28.982 0.40 0.85 -0.68 0.357
C -1.738 -12.685 32.296 -1.20 1.83 -0.22 0.389
H -2.020 -11.824 29.671 -0.10 0.24 -0.30 -0.062
C -2.047 -8.357 31.463 0.07 0.73 1.48 -1.997
O 4.913 -9.240 27.139 -0.55 0.61 -0.66 0.208
O -2.291 -4.757 30.149 0.38 -1.82 1.23 -0.551
H -0.793 -10.306 22.520 -0.57 -0.02 -0.36 -0.330
H -3.951 -10.574 25.957 0.31 0.57 0.39 0.132
O 0.369 -14.074 29.041 0.54 -1.08 1.13 -0.157
C -1.343 -9.462 22.940 0.22 0.93 -0.46 0.217
H -0.206 -11.115 30.344 -0.05 -0.02 -0.21 -0.262
O 3.225 -6.734 26.853 -0.21 -0.25 -0.71 0.327
H 2.394 -12.907 32.211 -0.28 -0.58 -0.39 0.396
C 0.170 -3.454 23.830 -0.73 1.28 -1.13 1.813
H -1.568 -12.825 28.198 0.17 0.31 0.67 -0.151
H 1.317 -3.038 20.062 0.00 -0.08 0.37 0.411
H 1.906 -12.258 24.012 -0.45 -0.20 -0.21 -0.013
H 5.101 -11.414 25.333 -1.24 0.03 0.32 0.309
H 1.629 -5.642 28.578 0.24 -0.73 -0.19 0.325
N -1.582 -5.993 30.647 -0.71 -0.21 -0.40 0.822
N 4.517 -10.314 27.954 -0.25 0.50 1.01 0.485
H -2.248 -12.703 33.232 -0.39 0.54 0.98 0.505
H 3.743 -3.639 20.941 -0.12 0.17 -1.02 0.511
H 6.994 -12.559 27.003 -0.23 1.14 0.16 0.405
H -3.122 -12.978 28.858 -1.10 0.34 -0.04 0.658
C -0.073 -11.757 25.652 -0.47 -1.63 2.58 -0.647
H 2.587 -1.203 21.363 -0.64 -0.23 0.62 0.422
C 5.941 -9.173 29.675 -1.18 -1.13 1.20 -2.234
H 4.804 -3.065 26.553 -0.62 0.28 -0.45 0.318
C 1.290 -8.137 26.183 1.16 -0.48 -1.25 -1.030
C -0.210 -6.952 32.387 0.52 -0.60 0.72 -1.264
H 5.874 -9.229 26.996 -0.03 -0.19 0.36 0.151
C 2.014 -3.141 22.142 -1.48 1.17 -0.68 1.851
H 6.071 -12.208 30.278 0.13 -0.40 -0.56 0.448
H -1.313 -4.285 25.064 0.36 -0.47 -0.17 0.612
H 3.384 -8.732 30.764 -0.01 -0.10 0.54 0.496
H -4.133 -9.715 27.476 0.01 0.18 0.60 0.303
C -2.425 -13.751 31.504 -0.14 -1.02 -2.04 -1.171
H 3.784 -7.861 29.344 -0.22 0.14 -0.37 0.561
H -0.718 -11.989 21.195 -0.66 -0.46 -0.45 0.267
C 1.475 -14.293 23.288 0.63 -0.89 -0.82 -1.177
C -3.794 -9.581 26.466 -1.24 -0.88 -1.41 -0.781
H -0.565 -2.096 21.316 0.17 1.09 0.35 0.379
H 4.674 -13.191 30.586 -0.29 0.34 0.36 0.615
H -1.544 -8.952 30.761 0.96 -0.86 -1.07 0.617
H 3.241 -9.558 20.684 -0.45 0.88 -0.35 0.371
H 1.832 -14.612 32.046 -0.01 0.21 -0.20 0.477
H 1.527 -9.060 26.707 0.20 0.16 0.72 0.122
H -1.748 -8.738 22.233 0.39 -0.27 -0.66 0.431
C 5.727 -4.825 25.747 0.70 -0.89 -1.21 0.487
H 0.243 -4.330 25.893 -0.14 -0.11 -1.27 0.274
C -3.873 -6.636 31.474 -0.33 -2.08 0.00 -1.799
C 2.829 -8.886 22.631 0.11 2.64 -1.30 1.475
C -1.416 -12.851 21.265 0.52 0.22 -0.09 -1.871
H -4.511 -8.911 25.921 0.68 -0.13 0.56 0.291
H -1.407 -15.829 22.028 -0.87 1.34 0.34 0.299
H 5.555 -6.753 26.793 -0.67 -0.15 0.27 -0.063
H -0.032 -5.410 24.412 -0.16 -0.36 0.57 0.246
H -3.241 -15.400 29.695 -0.27 -0.23 0.04 0.462
C 4.735 -12.623 28.530 0.80 0.84 -0.18 -1.371
H -2.364 -4.285 32.504 -0.34 -0.03 -0.25 0.352
C 2.931 -8.582 21.126 0.05 -0.56 0.31 -1.827
H -3.233 -8.591 29.469 -0.52 -1.29 -0.37 0.335
H -1.019 -3.484 20.544 -0.40 -0.40 -0.16 0.435
H 0.604 -7.286 31.767 0.24 -0.02 -0.78 0.114
C -2.119 -12.769 29.154 0.60 -1.44 -0.16 -1.144
C 4.374 -11.009 30.345 -1.09 -1.37 1.35 -0.478
H 6.695 -6.722 25.476 0.15 -0.48 -0.66 0.358
C 6.278 -6.155 26.282 1.48 0.90 0.26 -1.024
C -1.131 -8.119 32.676 -1.22 0.09 -0.30 -0.404
H -0.559 -8.928 23.458 0.16 0.37 0.78 -0.167
C 3.486 -8.843 29.697 1.55 -0.15 -0.13 -2.253
H 5.847 -8.761 30.673 0.14 0.32 0.18 0.485
H 7.116 -5.994 26.990 -0.41 0.13 -0.24 0.477
H 6.238 -3.514 27.332 -0.90 -0.93 0.16 0.443
H 4.635 -4.525 27.562 0.75 0.60 -0.20 0.062
H 0.993 -14.804 29.250 -0.43 0.58 -0.77 0.286
C 5.309 -3.958 26.872 0.16 0.79 1.22 -1.277
O -2.200 -12.519 24.110 -0.35 -3.25 0.85 -0.667
C -0.910 -13.685 22.404 1.11 -0.86 1.47 1.329
H 3.662 -7.812 20.914 0.50 0.00 0.07 0.426
H 3.406 -11.914 26.144 0.91 1.08 -0.14 -0.110
H 4.229 -5.795 25.451 -0.79 0.10 -1.15 0.089
C 0.466 -13.063 31.169 1.01 0.07 0.10 1.510
H 3.490 -4.735 22.221 -0.36 -0.70 0.27 0.174
H -0.051 -13.978 26.664 0.51 0.17 1.36 0.139
C 0.710 -11.695 30.434 0.15 0.23 1.45 -0.356
H 2.554 -9.160 29.309 -0.96 -0.27 -0.57 0.062
H 7.352 -11.223 28.224 -1.46 -0.52 -1.86 0.119
C 4.162 -9.112 23.291 0.74 -0.57 0.52 -0.712
C 4.595 -9.892 29.398 0.49 1.71 -1.09 2.656
H 0.792 -5.217 30.633 0.45 -0.24 -0.31 -0.038
H 1.439 -6.030 26.139 0.21 0.41 -0.63 -0.973
H -1.676 -16.068 30.077 0.60 -1.11 0.50 0.545
C 2.061 -1.582 22.285 2.29 0.21 -0.68 -1.624
H 0.596 -14.911 21.376 -0.01 0.92 0.48 0.479
H -2.406 -12.511 21.488 -0.69 0.36 -0.07 0.392
N -0.888 -12.894 23.662 -0.88 2.02 -1.49 1.284
C -0.018 -13.031 24.777 0.56 -0.32 1.72 2.074
H -2.581 -13.360 24.617 0.89 2.46 -1.44 0.329
H 0.961 -13.134 21.544 0.17 -0.38 0.01 0.305
H 0.222 -8.100 26.087 -0.61 0.01 -0.32 0.502
H -0.563 -9.056 32.875 -0.27 0.72 0.06 0.181
H 4.715 -10.672 31.309 0.30 0.26 0.56 0.594
H -0.353 -1.338 23.533 -0.47 0.91 -1.12 0.499
H 2.486 -14.580 22.909 -0.45 0.69 0.36 0.363
O 1.934 -9.974 22.707 0.31 0.43 -0.25 -0.158
H -0.031 -3.744 30.956 -0.02 -0.71 1.10 0.340
O -2.459 -9.173 26.426 -0.13 0.28 0.91 -0.076
C -1.741 -13.948 30.089 0.37 0.41 0.35 1.767
H 1.998 -13.517 25.194 0.18 -0.15 0.46 0.326
H -3.670 -6.562 32.553 -0.30 0.50 -0.42 0.341
H 0.754 -1.518 24.883 -1.08 -0.69 -0.36 0.183
H -2.088 -5.561 33.706 0.22 0.19 -0.37 0.302
H 1.982 -8.146 20.747 0.38 -0.89 0.13 0.362
C 5.008 -12.320 30.023 1.24 -0.46 -1.42 -1.111
H 1.441 -7.435 28.794 0.28 -0.32 0.54 -0.062
H 5.158 -13.555 28.166 -0.03 -0.22 0.22 0.562
H -2.252 -9.172 25.495 0.36 -0.11 -0.91 0.237
H -1.594 -15.305 23.646 0.48 -0.19 0.99 0.414
C -0.819 -3.760 22.667 1.50 0.80 0.14 -1.427
H 3.677 -12.606 28.337 -0.89 -0.60 0.45 0.262
H 2.541 -13.725 30.659 0.20 -0.13 -0.47 0.233
H 1.085 -1.116 22.338 0.20 0.03 0.04 0.360
C -0.392 -14.240 25.703 -0.69 1.52 -0.42 -1.486
H 4.671 -12.957 25.948 0.71 -1.24 0.02 0.660
C -1.608 -4.923 32.942 -1.21 -0.49 0.50 -2.069
C 1.914 -13.647 31.528 -1.41 0.92 0.56 -1.815
H -2.798 -14.750 22.640 -0.63 0.03 -0.69 0.388
H -1.731 -7.864 33.584 0.32 -0.38 -0.60 0.360
H 1.009 -4.603 32.244 -0.12 0.47 0.02 0.486
C 0.579 -14.024 22.065 -0.18 -0.27 0.35 -1.003
H 6.758 -9.865 29.714 0.62 -0.28 -0.21 0.487
H -1.487 -14.293 25.830 0.35 -0.49 -0.21 0.249
H -2.048 -7.560 28.684 -0.52 0.02 0.28 0.309
H 3.328 -11.234 30.546 -0.32 0.42 -0.52 -0.897
C 1.786 -6.841 26.745 0.19 0.04 2.40 2.041
C -0.827 -5.652 31.872 -0.50 0.29 -0.34 1.866
H -1.047 -2.072 24.979 1.22 0.41 -0.52 0.415
C -0.235 -4.445 24.873 -0.02 0.18 1.75 -2.201
C 3.382 -3.706 21.945 1.55 0.49 -0.25 -1.989
H 6.911 -10.862 26.484 0.62 0.72 -0.97 0.641
C 4.525 -11.922 26.142 0.24 0.43 0.27 -1.743
H 0.088 -15.155 25.446 -0.13 -0.86 -0.45 0.284
H -4.259 -5.760 30.976 -0.03 0.44 0.34 0.454
H 1.177 -15.202 23.810 -0.32 -0.23 -0.24 0.349
H 0.258 -6.825 33.350 0.47 0.93 0.42 0.454
C -0.387 -3.145 21.355 -0.91 -0.62 -0.35 -0.795
H -2.380 -10.760 23.800 -0.41 -1.17 0.55 0.509
H 0.746 -11.789 26.427 -0.68 -0.41 -0.56 -0.091
C 1.430 -13.199 24.334 0.20 0.03 -0.82 -0.747
C 1.242 -6.596 28.161 0.10 1.19 -0.47 -1.734
N -0.274 -14.030 30.351 0.09 -0.39 -0.47 -0.048
H 2.474 -7.874 23.043 -0.40 -1.56 0.08 -0.257
H 1.067 -4.588 20.832 0.07 -0.34 0.08 0.274
H 0.166 -10.883 25.136 -0.22 1.55 -1.26 -0.045
H 1.807 -8.267 25.210 -0.65 0.07 0.08 0.015
H 0.183 -6.440 28.179 -0.91 -0.16 -0.23 0.679
H 1.384 -11.082 31.068 -0.40 -0.27 -0.14 0.332
H -2.047 -15.477 28.433 0.40 0.21 0.20 0.134
H 0.213 -12.088 33.048 -0.56 -0.38 -0.10 0.373
H 4.688 -8.166 23.365 0.23 0.30 -0.46 0.376
C -2.173 -15.334 29.510 -0.78 1.98 -0.21 -1.853
H 1.216 -11.755 29.471 -0.28 -0.41 -0.02 -0.139
H 2.761 -1.240 23.121 -1.30 -0.64 -0.84 0.195
H 3.586 -7.590 27.133 -0.05 -0.02 -0.13 -0.400
H -3.542 -13.559 31.319 1.61 -0.30 0.49 0.375
C 0.282 -4.709 31.438 0.52 0.04 -1.06 -1.547
H -1.869 -11.649 31.849 -0.09 -1.10 0.43 -0.564
C -2.601 -7.136 30.752 -0.10 2.27 -0.07 2.478
H 4.160 -3.176 22.508 -0.37 0.03 0.20 0.363
C -0.302 -12.924 32.524 2.24 -0.42 -0.26 -1.321
H -0.960 -4.240 33.427 0.78 0.52 0.84 0.554
H 6.507 -4.320 25.159 -0.24 -0.16 0.03 0.514
H -1.037 -11.681 26.255 1.16 0.22 -1.05 -0.177
H -0.122 -13.842 33.157 -0.21 0.74 -0.75 0.263
H -4.655 -7.452 31.372 0.72 0.85 0.06 0.406
C 1.008 -3.518 21.008 1.73 0.44 -0.20 -1.090
C -0.119 -1.974 24.331 0.50 -1.63 1.93 -1.635
H 4.084 -9.366 24.372 -0.20 -0.43 -0.69 -0.276
C -1.741 -14.935 22.658 0.87 -1.59 -0.96 -1.674
H -3.776 -7.044 28.910 0.15 0.20 -0.16 0.445
H 4.796 -9.842 22.726 -0.49 0.39 0.62 0.431
H -2.258 -14.713 32.032 -0.50 0.38 -0.14 0.288
H -0.846 -4.829 22.587 -0.31 -0.67 -0.25 0.479
H -1.435 -13.475 20.355 0.10 0.46 0.20 0.415
N 1.507 -3.783 23.326 0.00 -0.24 1.70 0.719
C -2.937 -7.585 29.341 0.46 0.83 -0.18 -2.237
C 6.691 -11.510 27.287 0.86 -1.16 2.69 -1.753
H -1.748 -3.366 22.994 -1.17 0.08 0.12 0.532
C 5.162 -11.530 27.520 -0.13 -1.30 -0.25 1.444
O 4.652 -5.169 24.810 0.26 -0.31 2.05 -0.457
H -2.925 -8.904 31.766 -0.32 -0.46 0.10 0.443
O -2.439 -9.816 23.749 0.25 0.49 0.10 -0.684
```
Forces are in eV/Å.

## Properties
structure (SMILES)	CC1(C)CCCC(C)(C)N1O.CC1(C)CCCC(C)(C)N1O.CC1(C)CCCC(C)(C)N1O.CC1(C)CCCC(C)(C)N1O.CC1(C)CCCC(C)(C)N1O.CC(C)O.CC(C)O.CC(C)O.CO.CO
lowest unoccupied orbital energy	0.0147	hartree